# 1
Below is C17H25N4OPtSSi as an isolated structure, with properties calculated with ωB97M-V/def2-TZVPD.

Cartesian coordinates (Å):
H  2.346  0.548  2.564
C  3.402  -2.178  2.379
C  -2.895  -3.696  1.651
H  -1.069  -4.027  -1.205
N  1.880  1.547  0.843
C  3.697  3.482  1.568
N  -2.033  -1.534  1.654
H  1.596  -0.428  4.517
H  -3.942  -3.861  1.391
H  3.647  -2.384  1.335
H  3.800  -3.003  2.978
C  -2.690  -2.471  2.560
N  -2.119  -3.355  0.457
H  -0.212  -3.843  2.683
H  -3.631  -2.061  2.921
C  1.238  -1.454  4.392
C  -1.962  -4.285  -0.642
H  -2.499  -4.611  2.091
Pt  0.516  0.195  0.147
C  2.971  3.609  0.394
H  -1.196  0.772  -2.338
H  3.113  4.470  -0.241
H  -2.827  -4.264  -1.307
Si  1.548  -2.072  2.647
C  2.061  2.624  0.054
C  1.197  2.664  -1.144
H  -1.850  -5.287  -0.231
H  0.384  4.435  -3.899
H  1.343  -4.484  3.207
C  -1.696  -2.099  0.502
C  2.563  1.429  1.981
S  -0.919  -1.326  -0.822
H  1.937  4.493  -1.976
C  -0.528  2.597  -3.264
H  4.412  4.242  1.848
H  1.040  -4.209  1.489
O  0.817  -1.097  1.593
H  0.175  -1.456  4.647
N  0.332  1.631  -1.265
H  -2.052  -2.702  3.414
H  -1.741  -0.603  1.891
C  3.486  2.379  2.377
C  0.864  -3.812  2.492
H  3.947  -1.281  2.681
H  4.024  2.247  3.304
H  -1.232  2.531  -4.081
C  0.364  3.648  -3.158
H  1.756  -2.072  5.129
C  1.234  3.681  -2.081
C  -0.514  1.609  -2.299

Force components x, y, z for each atom (eV/Å):
0.0048 0.0042 -0.0102
-0.0034 -0.0471 0.0497
0.0576 -0.0370 0.0404
-0.0021 -0.0004 -0.0112
-0.0627 0.1019 0.0113
-0.0049 -0.0027 0.0024
-0.2766 0.0401 -0.1106
-0.0003 -0.0149 0.0415
-0.0064 0.0356 -0.0234
-0.0276 0.0041 -0.0082
0.0326 0.0133 -0.0125
0.0172 0.0020 0.0073
-0.0391 -0.0450 -0.0085
0.0165 -0.0080 0.0043
0.0009 -0.0250 0.0191
-0.0222 0.0359 -0.0070
0.0098 0.0316 0.0045
-0.0296 -0.0041 0.0144
0.0631 -0.0844 -0.1084
0.0057 -0.0020 0.0007
0.0073 0.0057 -0.0033
0.0008 -0.0021 -0.0043
-0.0099 -0.0121 0.0085
0.1257 -0.1720 -0.0742
-0.0140 -0.0003 0.0051
0.0007 -0.0099 -0.0122
0.0125 -0.0033 -0.0155
-0.0017 0.0002 0.0012
-0.0043 -0.0123 -0.0063
-0.0279 0.0441 -0.0219
0.0268 -0.0204 -0.0103
0.0790 -0.0865 0.0612
-0.0011 0.0016 0.0031
-0.0028 -0.0010 0.0090
0.0017 -0.0017 -0.0008
0.0000 -0.0020 -0.0042
-0.0927 0.2106 0.1942
0.0129 -0.0113 -0.0275
0.0432 0.0190 -0.0194
0.0032 0.0405 -0.0098
0.1764 -0.0488 0.0640
0.0064 0.0008 -0.0024
-0.0206 0.0203 -0.0101
-0.0254 0.0357 -0.0163
-0.0025 0.0016 0.0018
0.0027 0.0005 -0.0016
0.0015 -0.0018 -0.0030
-0.0018 -0.0048 -0.0005
-0.0033 0.0055 0.0018
-0.0260 0.0061 -0.0018

## Properties
multiplicity: 1
energy above the lowest of the compared OMol25 structures with the same formula, charge and spin: 45.5 kJ/mol
energy: -48001.0525 eV
frontier orbital gap: 7.63 eV
HOMO: -11.2 eV
lowest unoccupied orbital energy: -3.56 eV
charge: +1

# 2
Below is one molecule with the formula C29H41Br2F7O5S2 in a non-equilibrium geometry, with properties calculated with ωB97M-V/def2-TZVPD.

Cartesian coordinates (Å):
H  -3.178  2.938  4.281
H  -1.347  1.146  4.899
C  -1.404  -1.783  1.792
C  0.153  1.118  1.072
S  3.686  -0.169  -1.090
H  5.235  -3.488  -5.370
C  -0.759  1.252  -3.061
H  3.622  -4.019  -7.156
H  -1.075  2.131  3.035
H  1.690  0.421  -3.984
H  3.324  0.503  -3.461
C  -3.226  3.036  1.540
O  2.548  -2.647  2.067
C  -0.588  2.160  -4.307
C  2.231  -2.495  -6.475
F  -1.792  -1.244  0.607
C  -3.812  2.126  3.917
H  2.079  -2.390  -0.738
H  -0.274  3.197  0.403
Br  -1.042  -0.552  -3.723
H  -3.553  -0.067  4.117
O  4.026  1.222  -1.157
C  0.341  1.450  -1.952
H  -2.347  4.510  2.860
C  -2.209  0.888  5.531
H  0.316  1.939  -4.878
H  -4.879  2.332  4.068
C  -3.626  1.823  2.405
Br  1.653  2.863  -2.427
H  -1.552  -1.157  5.407
H  -0.202  3.660  3.142
C  -3.527  0.833  4.746
H  1.494  -2.689  -7.253
C  4.009  -1.979  -4.500
C  2.830  -1.261  -4.493
H  0.954  -2.942  -3.550
C  -2.541  -2.835  2.106
H  -4.090  3.720  1.511
C  0.950  -2.918  -2.460
S  1.550  -1.623  2.019
H  -1.433  1.898  -4.961
O  1.347  -1.154  3.363
H  -0.955  -0.316  6.808
F  -0.021  -3.579  2.307
H  2.671  0.429  1.795
H  1.061  -3.960  -2.127
H  0.162  -0.518  -1.165
H  1.909  1.597  0.050
H  -0.031  -2.606  -2.090
C  -0.787  3.019  2.466
C  2.131  -0.579  -2.027
F  -2.541  -3.221  3.374
C  0.978  0.219  -1.270
O  4.778  -0.943  -1.596
H  -2.663  -0.859  6.819
H  -4.329  0.702  5.487
H  -2.826  1.075  2.317
C  2.079  -2.117  -1.802
H  0.251  0.778  2.107
H  3.024  -2.536  -2.165
H  -1.733  1.565  -2.675
H  4.769  -1.793  -3.743
C  1.349  0.660  0.177
H  -2.278  1.669  6.300
C  -0.014  -2.467  1.531
H  -0.716  3.217  -4.066
C  4.298  -2.942  -5.437
F  -3.699  -2.148  1.920
C  -1.856  -0.461  6.198
F  -2.565  -3.842  1.239
H  -4.544  1.360  2.026
F  -0.060  -2.949  0.276
H  -0.220  2.011  -1.203
C  2.458  -0.176  -3.489
H  -3.094  2.700  0.499
H  -1.688  4.491  1.215
C  0.162  2.679  1.262
C  -2.018  3.854  2.048
C  1.956  -1.534  -5.534
H  1.176  2.998  1.516
H  -0.827  0.903  0.635
C  2.251  -0.244  1.032
O  3.440  -0.738  0.398
C  3.396  -3.235  -6.439
F  -1.432  -0.907  2.794
H  1.015  -1.005  -5.663

Force components x, y, z for each atom (eV/Å):
-0.2354 0.0034 -0.1110
-0.3010 0.0966 -0.0458
-0.4627 -1.0908 -0.5253
0.3723 1.6641 -0.4877
2.3346 0.1635 -2.0414
-0.1073 0.1306 -0.0032
0.5232 1.3021 -0.8760
-0.1789 0.1694 -0.0027
0.0722 0.0814 -0.1369
-0.2047 -0.1682 0.5423
-0.2662 -0.0315 0.0765
-0.6999 0.0931 0.1882
-0.1306 -0.5901 -1.9173
-0.9822 -0.8405 -0.2607
-0.4259 -0.6135 -0.9290
0.2237 0.5693 0.4564
-0.4569 -1.4962 -0.3267
-0.0659 0.4077 -0.1417
0.6880 -0.0125 -0.1470
-0.0839 -0.0182 0.2617
0.0054 0.2283 -0.0308
-1.2923 0.4355 1.1561
-0.6573 0.1418 -0.2075
0.1224 -0.1316 -0.0653
0.0591 -0.5322 0.2569
0.0446 0.2922 0.2475
0.3300 0.6036 0.0564
0.8549 0.4437 0.2666
-0.1504 -0.3214 0.1637
-0.3673 -0.1723 0.2761
-0.1642 -0.2756 0.0541
0.0695 0.4828 0.4531
0.1435 0.0670 0.0923
1.0321 0.3914 1.1458
-0.6134 -0.0055 -0.0577
0.0816 0.2972 0.1514
-1.0266 1.1490 -0.2313
0.1965 -0.0810 -0.1158
-0.2763 -0.3821 0.5219
2.8623 -0.8746 3.1024
0.2104 0.1419 0.0573
-1.6313 1.2852 -0.4956
-0.2839 -0.1372 0.0898
0.5069 0.5501 0.4094
-0.6582 -0.5600 0.5505
0.0690 0.2135 -0.0792
0.0799 0.2352 -0.1866
0.3481 -0.4767 -0.0206
0.1421 0.0050 -0.2789
0.4353 1.1160 -0.2038
0.3391 -0.0244 1.2364
0.4000 -0.4267 -0.4179
-0.4072 -0.7291 0.0735
-0.4086 -1.1765 0.3025
0.0975 -0.0330 -0.1745
0.1446 -0.0508 -0.1404
-0.2222 0.0399 -0.0574
-0.1780 -0.5335 -0.3889
-0.1672 -0.5511 -0.3826
-0.1236 0.2566 0.0277
0.2456 -0.4296 0.4100
-0.2742 0.0750 -0.0167
-0.3564 0.4427 0.1054
-0.0192 -0.0534 -0.1795
-1.8193 -1.2722 -0.0887
0.4361 -0.1320 0.0814
0.3226 -0.5531 -0.2380
0.3393 -0.2083 0.1421
0.5778 0.6650 -0.3843
0.3925 -0.1041 0.5510
0.1913 0.0626 -0.0477
0.5902 0.7243 -0.0214
0.2475 -0.3865 0.1235
0.9710 0.3252 -0.6150
0.1701 0.0399 0.2073
-0.1893 0.1735 0.3313
-1.1883 -1.1248 1.1672
0.0334 -0.6239 -0.4382
-0.5876 0.3679 -0.1959
-0.1218 0.1739 -0.4149
0.2140 -0.5313 0.2757
0.6151 1.1753 -0.9087
-0.9708 0.3630 -0.5041
0.1905 -0.1402 -0.0056
0.2737 0.1546 -0.3833
0.1571 0.0961 0.3177

## Properties
SMILES: CCCCCCCCCC[C@@H]1[C@@H]([C@@H](Br)[C@@H](C)Br)[C@@](CC)(Cc2ccccc2)S(=O)(=O)O[C@@H]1S(=O)(=O)C(F)(F)C(F)(F)C(F)(F)F
multiplicity: 1
energy above the lowest of the compared OMol25 structures with the same formula, charge and spin: 0.0 kJ/mol
energy: -221750.4980 eV
frontier orbital gap: 9.49 eV
HOMO: -9.3 eV
lowest unoccupied orbital energy: 0.16 eV
charge: 0

# 3
Below is C31H78CrN5O11 as an isolated structure in a non-equilibrium geometry, with properties calculated with ωB97M-V/def2-TZVPD.

Cartesian coordinates (Å):
H  5.128  -8.359  -0.359
H  4.522  -0.984  -1.402
H  0.773  1.135  0.132
Cr  -3.910  -0.392  -0.950
H  3.598  -1.378  -2.866
H  4.669  -6.388  -1.771
H  -2.661  0.534  2.505
N  -4.320  0.863  -2.801
H  3.904  -4.934  -0.136
H  -4.134  5.322  -1.419
H  -3.923  2.110  -4.424
H  -6.987  4.944  -0.006
O  -1.604  -0.219  -1.378
H  1.236  -1.862  2.870
H  4.073  -4.301  -2.659
H  0.342  -0.447  2.557
C  -3.343  1.595  -3.647
H  2.159  2.249  -4.644
H  -5.034  0.903  1.496
H  -2.152  -2.956  -3.627
N  -3.555  1.583  0.173
H  -6.978  4.652  1.703
H  -2.129  -3.118  -1.919
H  -2.742  4.404  -0.795
H  -2.579  5.223  -2.307
C  3.166  -3.844  -2.255
O  5.818  -6.616  0.495
H  2.423  -0.876  4.704
H  2.520  -3.473  -3.056
H  -5.002  1.619  -2.764
H  1.834  -5.609  -2.038
H  -2.104  2.316  -2.063
C  0.451  4.042  6.503
C  -4.139  -1.386  -3.909
O  -5.740  3.427  0.612
O  3.485  -2.766  -1.362
C  0.729  -1.043  3.393
H  -2.625  0.960  -4.164
C  -0.117  -1.619  -0.127
H  -0.359  0.937  -2.440
H  2.583  2.151  1.490
H  -3.926  3.753  1.582
H  2.387  0.654  -5.398
C  1.783  -0.194  4.146
C  4.733  -7.430  0.063
C  0.564  -0.738  -3.909
H  -0.083  1.215  -4.768
H  0.688  -0.891  -0.217
O  -2.470  -1.288  0.322
C  -3.303  4.680  -1.695
C  -2.719  2.737  -2.870
C  -6.328  4.694  0.824
H  -3.845  1.313  3.524
C  3.208  0.951  -0.178
H  -5.245  3.183  2.621
H  2.862  0.007  0.253
H  4.473  3.094  2.049
C  3.157  3.442  -0.104
H  -2.104  -2.431  4.317
H  0.901  4.190  7.484
H  1.073  -1.079  -3.005
O  0.337  1.442  -2.876
H  3.256  -7.337  -1.557
C  5.981  -6.550  1.899
H  3.004  3.525  -1.182
O  -0.160  2.770  6.568
C  2.444  2.175  0.406
H  -5.840  -0.555  -2.963
O  -3.772  3.513  -2.351
N  1.050  2.108  0.046
H  -2.578  2.278  2.690
H  4.282  0.960  0.021
H  -0.024  -2.003  0.887
H  2.752  4.282  0.467
C  -2.808  -2.939  -2.757
H  -3.320  -1.137  -4.586
H  6.914  -5.984  1.992
C  -0.665  2.286  5.320
C  -4.800  3.095  1.626
C  4.942  3.808  1.363
H  -1.207  3.151  4.919
C  3.933  -6.677  -1.009
C  -1.292  -2.240  3.615
O  -0.277  -1.500  4.283
H  0.586  0.324  5.749
C  2.081  1.172  -4.489
H  -2.567  1.690  0.377
C  -3.267  1.435  2.607
H  -5.611  5.507  0.965
C  2.410  -4.885  -1.458
O  -3.610  -1.791  -2.635
H  1.075  2.658  4.154
H  1.221  4.080  5.731
H  -0.480  -1.033  -3.779
H  -0.927  -3.203  3.255
H  2.793  0.945  -3.695
N  3.169  -5.579  -0.421
H  4.077  -7.777  0.864
H  -3.434  -3.835  -2.702
H  2.286  0.376  3.364
H  1.606  -4.330  -0.957
N  1.195  0.762  5.072
H  3.081  0.899  -1.261
C  4.239  -1.783  -2.082
H  5.199  -6.049  2.468
H  -0.298  4.833  6.400
H  -4.772  -2.130  -4.396
H  -5.400  0.239  -4.497
H  -1.740  -1.649  2.812
H  6.302  -7.499  2.337
H  6.007  3.649  1.517
H  5.173  -2.182  -2.481
H  1.066  -1.262  -4.724
C  -1.473  -0.976  -0.399
H  -0.047  1.511  3.439
H  0.979  2.175  -0.970
H  -1.991  3.272  -3.486
C  -4.253  1.666  1.475
C  0.431  1.803  4.379
H  -1.366  1.479  5.537
C  -5.007  -0.196  -3.573
C  0.672  0.782  -4.103
H  -3.871  2.344  -0.424
O  4.581  3.464  0.027
H  4.591  4.813  1.605
H  0.059  -2.452  -0.807

Force components x, y, z for each atom (eV/Å):
0.1735 0.0607 -0.2250
-0.2105 -0.0646 0.1192
-0.1154 -0.0220 0.5566
2.2633 1.6178 -0.2824
0.1939 0.1329 -0.3040
0.0388 0.3863 0.0094
-0.1496 -0.0796 -0.2817
-0.3563 -0.3054 -0.2921
-0.3167 0.2133 0.5024
-0.1279 -0.1383 -0.1524
-0.0676 -0.3271 -0.2498
0.2492 -0.1998 -0.2233
-0.0590 0.6334 -0.5403
0.0579 -0.3614 0.2789
0.1508 0.2721 -0.2283
-0.6523 0.1908 0.1808
0.0309 0.7708 -0.3529
-0.0683 -0.0189 -0.1499
-0.2194 0.2244 0.1085
-0.4009 0.3178 -0.2913
-0.4874 -1.2659 -0.2836
0.1203 0.0703 0.1655
-0.1877 0.8435 0.2756
-0.1185 -0.0307 0.1660
-0.2380 0.0968 -0.2535
-0.2185 -0.3248 0.5583
-1.0636 -0.1219 0.3104
0.3463 0.2099 -0.1496
0.1299 0.0533 -0.2643
-0.3541 -0.2847 1.0184
0.4917 -0.0723 -0.4344
-0.0872 0.0815 0.2100
-0.1737 -0.3848 0.5685
-0.2104 0.9576 0.5761
0.6818 -0.3678 -0.0110
0.4701 -0.1835 -0.7935
0.4703 0.1198 -0.0362
0.1868 -0.1002 0.4516
-0.1936 0.3187 0.7327
-0.0911 -0.2732 0.1830
-0.3884 -0.0283 0.0926
-0.0032 0.2631 -0.0162
0.0152 0.0684 -0.0303
-1.3614 -0.4910 0.2247
-0.2977 -0.3566 -0.6494
-0.0454 0.2530 -0.1643
0.3071 -0.6468 -0.8288
0.0036 -0.0154 -0.4749
-1.2781 -0.1127 -0.1016
0.6553 -0.0773 0.3105
0.7855 -1.0953 0.5299
-0.7058 0.1277 0.3571
0.2473 0.1952 0.1701
0.0839 0.0442 0.4296
-0.1327 0.1513 0.0408
-0.2789 0.0141 -0.0196
-0.1241 0.1627 0.1899
0.0532 0.0551 -0.0403
0.2039 -0.0290 0.2335
0.2138 0.0107 -0.1200
0.1394 0.4041 0.1480
0.2968 0.2543 0.4234
-0.1191 -0.2425 0.3755
1.9807 0.2020 -0.2117
-0.3623 0.2401 0.0267
-0.1230 -0.7144 -0.1013
2.3734 -1.2129 -0.3783
-0.1578 0.0520 -0.1238
-0.0830 0.2957 -0.2627
-0.7633 0.1367 -0.4450
-0.0676 0.0631 0.1352
-0.0279 0.3106 0.0290
-0.3800 -0.1296 -0.0554
-0.2060 0.3220 -0.4420
0.7033 -1.8991 0.8388
0.1126 -0.0236 0.0805
-0.2811 0.4062 0.2429
0.2908 1.2330 0.4371
-0.3829 -0.5719 0.1423
-0.3428 -0.9912 -0.0341
-0.2488 -0.2867 -0.6105
0.4110 -0.7838 0.1733
-0.1399 0.3687 0.4092
0.0999 0.0582 -0.5931
0.1426 -0.3062 -0.0192
-0.0233 0.4942 -0.0661
0.1588 0.0234 -0.4929
-0.2333 -0.2969 0.2703
0.2416 -0.1319 -0.0623
-1.0847 0.5456 0.9475
-0.2462 0.1056 -0.2388
0.1716 -0.1072 -0.1786
-0.0074 0.2245 -0.0233
-0.0044 -0.1811 -0.2835
0.1101 0.0213 -0.2068
-0.1225 -0.2675 0.0773
0.8645 0.0636 -0.8094
0.0047 0.5025 0.3052
-0.1359 0.0746 -0.5909
0.5812 -0.1730 0.1870
0.0621 0.1136 0.1606
-0.0101 0.4560 -0.8307
-0.1221 0.0822 -0.0446
-0.2199 -0.0858 0.6475
-0.3230 -0.1777 -0.2300
-0.0091 0.0457 -0.4209
0.1474 -0.3566 0.2774
-0.1782 -0.1948 -0.0525
0.2104 -0.1065 -0.2911
-0.7315 -0.3274 -0.0208
0.0823 0.4599 -0.3453
-0.1274 -0.2332 -0.2281
-0.4257 -0.0800 -0.2041
1.3017 -0.7674 0.0684
0.0108 -0.2531 -0.0727
0.1460 0.4893 -0.0627
-0.3466 0.3370 -0.2152
0.0676 0.7633 -0.1108
-0.1636 0.3492 0.9828
0.0085 -0.0234 0.1303
-0.2413 0.2739 -0.6638
-0.0367 -0.1767 0.9266
0.1001 0.0367 -0.1716
-0.4495 -0.0985 0.5787
0.2824 0.1281 0.0625
-0.0159 0.1257 -0.1956

## Properties
expectation value of S²: 6.0140
multiplicity: 5
energy: -91797.6013 eV
frontier orbital gap (alpha / beta): 7.42 / 6.98 eV
HOMO (alpha / beta): -10.2 / -10.2 eV
lowest unoccupied orbital energy (alpha / beta): -2.78 / -3.22 eV
charge: +1